{"formula": "C3H6S2", "method": "ωB97M-V/def2-TZVPD", "smiles": "S[C@@H]1C[C@@H]1S", "total_charge": 0, "relative_energy_ev": 3.1422, "homo_lumo_gap_ev": 9.57, "max_force_ha_per_bohr": 0.1379, "energy_ha": -914.16020, "symbols": ["S", "C", "C", "C", "S", "H", "H", "H", "H", "H", "H"], "positions_angstrom": [[1.92658, -0.72543, 0.04020], [0.64255, 0.48802, -0.55962], [0.11329, 1.51308, 0.45076], [-0.84867, 0.51604, -0.35815], [-2.03029, -0.56029, 0.07175], [2.53802, 0.48102, 0.59701], [1.13758, 0.99694, -1.31099], [0.43234, 1.42817, 1.61299], [0.36330, 2.52984, 0.37018], [-1.11571, 1.04099, -1.32524], [-1.13918, -1.00818, 1.06692]]}